*i*
C4H4N2OS | wB97M-V/def2-TZVPD

Each line ends with the Mulliken charge.
Element x y z (Å)
1 S -2.67 -1.56 0.45  -0.32
2 O -0.48 -2.59 -0.62  -0.53
3 N 1.04 -0.29 -0.41  -0.61
4 N 0.50 1.73 0.26  -0.07
5 C 1.48 0.95 -0.33  -0.21
6 C -0.58 0.90 0.49  -0.49
7 C -1.10 -1.49 -0.07  0.12
8 C -0.21 -0.36 0.07  0.69
9 H 0.48 2.62 0.66  0.18
10 H 0.53 -2.37 -0.63  0.46
11 H 2.49 1.21 -0.77  0.36
12 H -1.49 1.25 0.92  0.42

## Properties
SMILES = OC(=S)c1c[nH]cn1
E_LUMO = 0.002 eV
Kohn-Sham gap = 8.7 eV



*ii*
C4H4N2OS | wB97M-V/def2-TZVPD

Each line ends with the Mulliken charge.
Element x y z (Å)
1 S 2.37 0.91 0.88  -0.17
2 O -2.03 0.08 1.31  -0.18
3 N 2.00 0.28 -0.64  -0.46
4 N -2.61 -0.53 0.19  -0.34
5 C -0.72 0.27 1.06  -0.08
6 C 0.81 -0.10 -0.93  -0.19
7 C -1.68 -0.69 -0.69  -0.53
8 C -0.40 -0.16 -0.18  0.69
9 H 3.70 1.02 0.61  0.17
10 H -0.19 0.65 1.95  0.39
11 H 0.76 -0.55 -1.95  0.29
12 H -2.00 -1.16 -1.60  0.41

## Properties
SMILES = S/N=C\c1cnoc1
E_LUMO = 0.364 eV
Kohn-Sham gap = 9.4 eV



*iii*
C4H4N2OS | wB97M-V/def2-TZVPD

Each line ends with the Mulliken charge.
Element x y z (Å)
1 S -4.55 -0.31 -0.05  -0.31
2 O 1.54 0.86 0.09  -0.29
3 N -1.96 0.48 -0.09  -0.11
4 N 0.19 1.14 0.15  0.02
5 C 1.17 -1.54 0.34  -0.52
6 C -0.64 0.20 -0.09  -0.26
7 C -3.01 -0.07 -0.15  0.45
8 C 1.78 -0.50 -0.48  0.05
9 H 2.89 -0.51 -0.16  0.26
10 H 0.16 2.05 0.53  0.23
11 H 1.00 -1.42 1.48  0.23
12 H 1.43 -0.38 -1.57  0.26

## Properties
E_LUMO (alpha / beta) = -0.314 / -0.314 eV
Kohn-Sham gap (alpha / beta) = 7.9 / 7.9 eV



Which of them is most stable? Easy: *i*.



*i*
C2H12N2O2 | wB97M-V/def2-TZVPD

Each line ends with the Mulliken charge.
Element x y z (Å)
1 O -0.49 -2.69 0.94  -0.68
2 O 1.24 1.68 2.36  -0.65
3 N -1.75 -0.09 -0.13  -0.74
4 N 1.40 0.29 -0.15  -0.55
5 C 0.47 -0.08 -1.25  -0.56
6 C -0.87 0.69 -1.02  -0.31
7 H 1.57 -0.56 0.39  0.28
8 H 0.83 2.45 2.06  0.29
9 H -1.19 -2.18 0.46  0.36
10 H 2.24 0.59 -0.61  0.25
11 H 1.70 1.35 1.59  0.37
12 H 0.14 -1.15 -1.19  0.19
13 H 0.91 0.11 -2.30  0.32
14 H -0.56 1.64 -0.65  0.25
15 H -0.12 -3.52 0.52  0.31
16 H -2.55 0.54 0.08  0.24
17 H -1.43 -0.07 0.87  0.30
18 H -1.52 1.02 -1.97  0.32

## Properties
SMILES = NCCN.O.O
E_LUMO = 0.878 eV
Kohn-Sham gap = 10.7 eV



*ii*
C2H12N2O2 | wB97M-V/def2-TZVPD

Each line ends with the Mulliken charge.
Element x y z (Å)
1 O 1.90 1.82 -1.81  -0.63
2 O -0.92 1.59 2.46  -0.65
3 N -0.89 0.49 -1.03  -0.50
4 N 0.96 -1.02 0.85  -0.61
5 C -0.49 -0.90 -1.15  -0.57
6 C -0.19 -1.64 0.15  -0.37
7 H -1.88 0.63 -0.89  0.25
8 H 0.04 1.59 2.29  0.34
9 H 0.58 -0.38 1.56  0.10
10 H 1.21 1.62 -1.17  0.33
11 H 1.21 -1.71 1.57  0.28
12 H -1.05 -1.65 0.84  0.29
13 H -0.41 0.96 -0.28  0.07
14 H 0.42 -0.94 -1.75  0.26
15 H 2.20 2.71 -1.72  0.29
16 H -1.36 0.96 1.92  0.32
17 H -0.07 -2.69 -0.13  0.37
18 H -1.26 -1.44 -1.70  0.42

## Properties
SMILES = NCCN.O.O
E_LUMO = 0.548 eV
Kohn-Sham gap = 10.0 eV



Which of them is most stable? Easy: *ii*.



*i*
C2H12N2O2 | wB97M-V/def2-TZVPD

Each line ends with the Mulliken charge.
Element x y z (Å)
1 O 1.22 -1.37 3.53  -0.68
2 O -0.69 2.97 -2.93  -0.68
3 N 0.30 -0.88 0.48  -0.25
4 N -0.39 1.34 -0.38  -0.60
5 C -0.72 -1.78 -0.09  -0.98
6 C 0.62 0.45 -0.10  -0.60
7 H -1.15 0.80 -0.80  0.30
8 H 1.15 -1.38 0.76  0.27
9 H -1.35 2.64 -3.54  0.31
10 H -1.70 -1.32 0.09  0.28
11 H 2.19 -1.18 3.38  0.32
12 H 1.38 0.89 0.48  0.41
13 H -0.55 2.19 -2.27  0.37
14 H 1.09 0.34 -1.14  0.32
15 H -0.67 -1.80 -1.19  0.32
16 H 0.81 -0.73 2.89  0.34
17 H -0.79 -2.82 0.32  0.31
18 H -0.75 1.64 0.49  0.24

## Properties
SMILES = CNCN.O.O
E_LUMO = 0.612 eV
Kohn-Sham gap = 9.6 eV



*ii*
C2H12N2O2 | wB97M-V/def2-TZVPD

Each line ends with the Mulliken charge.
Element x y z (Å)
1 O 3.33 -1.30 -0.36  -0.65
2 O -2.45 1.49 -2.79  -0.67
3 N 0.50 0.22 1.27  -0.31
4 N -0.26 -0.02 -1.09  -0.44
5 C -0.19 0.80 0.09  -0.85
6 C -0.39 -0.75 1.93  -0.81
7 H -1.07 -0.63 -1.05  0.31
8 H 0.55 -0.63 -1.23  0.16
9 H 3.65 -1.05 0.48  0.31
10 H -2.13 1.03 -1.99  0.34
11 H 0.58 1.03 1.88  0.28
12 H 0.31 1.73 -0.20  0.37
13 H 0.06 -1.74 1.85  0.25
14 H -1.90 1.17 -3.50  0.32
15 H -0.39 -0.63 3.02  0.34
16 H -1.18 1.13 0.43  0.48
17 H -1.41 -0.80 1.57  0.27
18 H 2.37 -1.06 -0.31  0.30

## Properties
SMILES = CNCN.O.O
E_LUMO = 0.695 eV
Kohn-Sham gap = 10.5 eV



Which of them is most stable? Easy: *ii*.



*i*
C2H12N2O2 | wB97M-V/def2-TZVPD

Each line ends with the Mulliken charge.
Element x y z (Å)
1 O -2.33 -1.59 -0.31  -0.68
2 O -0.32 -0.52 -2.45  -0.66
3 N -0.13 -0.53 1.64  -0.55
4 N 1.09 1.65 -0.97  -0.68
5 C 0.56 1.44 0.41  -0.50
6 C 1.05 0.16 1.13  -0.49
7 H -0.52 1.45 0.53  0.33
8 H -1.74 -1.35 0.41  0.39
9 H -0.85 -0.31 -3.23  0.29
10 H -0.68 0.09 2.21  0.22
11 H 1.49 -0.43 0.34  0.33
12 H 1.74 0.52 1.86  0.28
13 H -0.72 -1.28 -2.03  0.30
14 H 0.94 2.33 0.91  0.32
15 H -2.46 -2.54 -0.22  0.33
16 H 0.75 0.83 -1.44  0.28
17 H 2.07 1.44 -1.01  0.27
18 H 0.06 -1.35 2.22  0.22

## Properties
SMILES = NCCN.O.O
E_LUMO = 0.800 eV
Kohn-Sham gap = 9.9 eV



*ii*
C2H12N2O2 | wB97M-V/def2-TZVPD

Each line ends with the Mulliken charge.
Element x y z (Å)
1 O -0.28 -2.27 -1.90  -0.61
2 O -2.00 3.22 -1.23  -0.71
3 N 2.39 -0.41 1.17  -0.59
4 N -1.12 0.67 0.26  -0.49
5 C 1.10 -0.53 0.49  -0.43
6 C 0.19 0.65 0.91  -0.44
7 H 0.54 -1.44 0.75  0.22
8 H -1.20 -0.04 -0.45  0.19
9 H 0.70 1.61 0.98  0.25
10 H 2.33 -0.39 2.18  0.21
11 H -1.90 0.60 0.88  0.24
12 H 1.27 -0.64 -0.58  0.40
13 H -1.67 2.47 -0.67  0.41
14 H 2.97 -1.11 0.72  0.23
15 H -2.23 2.86 -2.06  0.29
16 H 0.08 -3.14 -1.89  0.30
17 H -0.04 0.27 1.91  0.24
18 H -1.11 -2.39 -1.46  0.31

## Properties
SMILES = NCCN.O.O
E_LUMO = 0.475 eV
Kohn-Sham gap = 9.7 eV



*iii*
C2H12N2O2 | wB97M-V/def2-TZVPD

Each line ends with the Mulliken charge.
Element x y z (Å)
1 O 2.70 1.39 -2.18  -0.69
2 O -1.94 -2.29 -2.27  -0.64
3 N -0.61 0.09 3.15  -0.56
4 N 0.06 0.56 -0.62  -0.57
5 C 0.15 0.57 2.00  -0.37
6 C -0.30 -0.14 0.70  -0.63
7 H -0.75 0.21 -1.18  0.19
8 H 2.09 0.91 -1.55  0.38
9 H -0.23 1.52 -0.41  0.25
10 H 1.21 0.35 2.10  0.23
11 H -1.49 0.52 3.36  0.20
12 H -0.74 -0.93 3.37  0.21
13 H 3.58 0.94 -2.11  0.34
14 H 0.04 -1.15 0.64  0.33
15 H -2.47 -1.50 -2.42  0.31
16 H -1.36 -0.21 0.83  0.38
17 H 0.00 1.69 2.01  0.32
18 H -1.24 -2.22 -2.90  0.32

## Properties
SMILES = NCCN.O.O
E_LUMO = 0.637 eV
Kohn-Sham gap = 9.7 eV



Which of them is most stable? Easy: *i*.



*i*
ClHNO2P | wB97M-V/def2-TZVPD

Each line ends with the Mulliken charge.
Element x y z (Å)
1 Cl -0.39 1.90 -1.06  -0.20
2 P -1.28 0.31 -0.19  0.40
3 O -1.09 0.28 1.28  -0.45
4 O 0.34 -0.42 -0.66  -0.03
5 N 0.74 -0.86 0.44  0.04
6 H 1.67 -1.21 0.19  0.24

## Properties
E_LUMO (alpha / beta) = -2.533 / -2.540 eV
Kohn-Sham gap (alpha / beta) = 7.1 / 7.0 eV



*ii*
ClHNO2P | wB97M-V/def2-TZVPD

Each line ends with the Mulliken charge.
Element x y z (Å)
1 Cl 2.63 0.50 1.74  -0.33
2 P 0.05 0.41 0.58  0.27
3 O 0.97 2.60 -0.79  -0.45
4 O -1.05 1.96 -1.16  -0.49
5 N 0.02 1.88 -0.62  0.82
6 H 0.87 -0.58 -0.30  0.18

## Properties
E_LUMO (alpha / beta) = -3.111 / -3.112 eV
Kohn-Sham gap (alpha / beta) = 7.7 / 7.7 eV



Which of them is most stable? Easy: *i*.



*i*
C16H16N4O2 | wB97M-V/def2-TZVPD

Each line ends with the Mulliken charge.
Element x y z (Å)
1 O -1.98 -1.82 0.04  -0.24
2 O -1.97 -0.50 -1.77  -0.61
3 N -2.81 3.40 0.72  -0.71
4 N -1.39 1.78 0.24  0.67
5 N -0.78 3.97 -0.44  -0.58
6 N -2.40 1.20 0.87  -1.31
7 C -1.64 3.16 0.15  0.53
8 C 4.57 0.28 -0.54  -0.71
9 C 0.60 2.06 -0.88  -0.41
10 C -3.22 2.20 1.13  -0.21
11 C 3.79 -0.26 1.66  -0.66
12 C -1.50 -0.86 -0.72  -0.23
13 C 3.34 -0.09 -1.06  -0.13
14 C 2.57 -0.63 1.14  -0.44
15 C -0.28 1.21 -0.27  0.64
16 C -3.20 -2.43 -0.39  -0.22
17 C 0.30 3.43 -0.93  -0.43
18 C 2.32 -0.54 -0.22  0.46
19 C -0.21 -0.28 -0.12  1.63
20 C -3.66 -3.40 0.68  -1.21
21 C 0.99 -0.95 -0.80  -1.21
22 C 4.80 0.20 0.83  -0.42
23 H 3.97 -0.33 2.73  0.39
24 H -0.23 -0.52 0.95  0.14
25 H 3.17 -0.03 -2.12  0.43
26 H -4.59 -3.87 0.37  0.39
27 H 0.99 4.12 -1.41  0.42
28 H -3.02 -2.94 -1.35  0.28
29 H 5.75 0.49 1.23  0.39
30 H 0.96 -0.72 -1.87  0.42
31 H 1.51 1.69 -1.31  0.41
32 H 1.80 -1.00 1.80  0.36
33 H -2.91 -4.17 0.83  0.31
34 H -4.15 2.06 1.64  0.43
35 H -3.94 -1.64 -0.56  0.31
36 H 0.88 -2.03 -0.69  0.45
37 H 5.35 0.63 -1.20  0.39
38 H -3.82 -2.87 1.61  0.31

## Properties
SMILES = CCOC(=O)[C@@H](Cc1ccccc1)c1ccnc2ncnn12
E_LUMO = 0.290 eV
Kohn-Sham gap = 9.6 eV



*ii*
C16H16N4O2 | wB97M-V/def2-TZVPD

Each line ends with the Mulliken charge.
Element x y z (Å)
1 O 2.16 2.70 3.88  -0.64
2 O 0.21 -2.04 -1.73  -0.63
3 N -1.24 -0.29 -1.49  0.31
4 N -2.07 -0.39 -2.55  -0.94
5 N -3.56 -2.28 -6.64  -0.62
6 N 2.48 0.45 3.67  -0.13
7 C -3.94 -0.36 -4.67  -0.24
8 C -4.56 -1.42 -6.71  -0.20
9 C 1.81 0.14 2.48  0.92
10 C 2.62 1.66 4.29  0.57
11 C -4.79 -0.44 -5.75  -0.49
12 C -1.93 -1.26 -3.48  -0.73
13 C 0.54 0.74 0.53  -0.76
14 C 3.60 2.90 6.25  -1.28
15 C 1.14 -1.55 0.91  -0.88
16 C 0.50 -0.59 0.13  0.51
17 C -2.88 -1.27 -4.58  0.90
18 C 1.79 -1.19 2.07  -0.63
19 C 1.19 1.11 1.69  -0.67
20 C 3.44 1.55 5.57  -0.43
21 C -0.16 -1.06 -1.12  0.64
22 C -2.75 -2.21 -5.60  -0.42
23 H 4.42 1.13 5.32  0.34
24 H -5.62 0.24 -5.85  0.37
25 H -5.20 -1.52 -7.57  0.37
26 H 2.93 0.84 6.24  0.33
27 H -1.53 0.46 -0.87  0.31
28 H 1.13 -2.58 0.58  0.42
29 H 0.10 1.52 -0.08  0.38
30 H 4.10 3.59 5.59  0.32
31 H -1.15 -2.01 -3.50  0.50
32 H 4.18 2.80 7.17  0.38
33 H 2.62 3.31 6.50  0.31
34 H 1.23 2.14 1.99  0.53
35 H -1.94 -2.93 -5.59  0.37
36 H 2.91 -0.35 4.12  0.19
37 H 2.28 -1.94 2.67  0.30
38 H -4.07 0.38 -3.89  0.42

## Properties
SMILES = CCC(=O)Nc1ccc(C(=O)N/N=C/c2cccnc2)cc1
E_LUMO = 0.129 eV
Kohn-Sham gap = 8.7 eV



Which of them is most stable? Easy: *i*.



*i*
H2NaO | wB97M-V/def2-TZVPD

Each line ends with the Mulliken charge.
Element x y z (Å)
1 Na 1.90 3.40 -0.64  1.00
2 O -0.34 -0.91 0.05  -0.68
3 H -1.23 -1.13 -0.33  0.34
4 H -0.33 -1.36 0.92  0.34

## Properties
total charge = +1
E_LUMO = -5.620 eV
Kohn-Sham gap = 8.8 eV



*ii*
H2NaO | wB97M-V/def2-TZVPD

Each line ends with the Mulliken charge.
Element x y z (Å)
1 Na 0.28 1.39 0.82  1.03
2 O 0.16 -0.22 -0.08  -0.77
3 H -0.25 -0.09 -0.96  0.38
4 H -0.19 -1.09 0.23  0.37

## Properties
total charge = +1
E_LUMO = -4.890 eV
Kohn-Sham gap = 13.4 eV



Which of them is most stable? Easy: *ii*.